# C11H27BrN6O12P3

A 4-piece molecular cluster, C11H27BrN6O12P3 overall in a non-equilibrium geometry (ωB97M-V with the def2-TZVPD basis set, OMol25).

```
60
Properties=species:S:1:pos:R:3:forces:R:3
N -0.77545 2.83977 0.46848 0.0 -0.1 0.0
C -0.68410 1.62739 -0.34278 0.4 0.1 0.4
C -0.52111 0.43815 0.60281 -0.7 -0.1 -0.2
C 0.57511 -0.57026 0.39589 0.0 -0.1 0.1
C 1.78524 -0.36811 -0.42573 0.2 0.2 0.3
C 3.09102 -0.92410 0.15094 0.3 0.0 -0.3
C 3.20104 -2.41600 0.37488 0.0 0.0 -0.2
O 3.71916 -2.90626 1.32640 -0.2 -0.2 0.4
O 2.72449 -3.14750 -0.68284 -0.5 0.6 -0.2
N 0.27241 -1.63547 1.05951 -0.1 0.2 0.2
C -1.08164 -1.53838 1.70113 0.7 -0.4 -0.8
P -1.75183 -3.26328 1.81171 0.0 -0.6 0.1
N -0.71489 -3.74873 3.08718 -0.1 0.6 0.0
O -3.18655 -2.81359 2.47001 0.1 0.3 0.2
C -1.73227 -0.52788 0.74988 0.0 0.0 -0.3
Br -1.90328 -1.38125 -1.05818 -0.2 0.1 0.1
P -3.24069 0.32294 1.40155 0.2 0.2 1.0
P -5.14940 -0.62339 0.86790 0.0 0.3 -0.3
O -6.00736 0.50223 0.50785 -0.1 0.0 0.0
O -5.62373 -1.41986 2.16795 0.0 0.1 0.0
O -5.01561 -1.74064 -0.24126 0.1 -0.1 0.0
H 0.00106 2.90342 1.11740 0.0 0.1 0.0
H -0.71603 3.66439 -0.11824 -0.1 0.0 0.0
H 0.13928 1.67026 -1.06340 -0.3 -0.2 0.2
H -1.62072 1.51673 -0.88909 0.1 -0.1 -0.2
H -0.35959 0.80087 1.63512 0.1 0.2 -0.1
H 1.89774 0.71197 -0.53305 0.1 0.0 -0.1
H 1.58283 -0.75100 -1.43516 -0.1 -0.1 0.1
H 3.88237 -0.67810 -0.56580 0.0 0.0 0.0
H 3.35591 -0.42265 1.08039 0.0 -0.1 0.0
H 2.07560 -3.81443 -0.43034 0.5 -0.5 0.1
H 0.82105 -2.48455 1.11176 0.1 0.1 0.0
H -0.89998 -1.05339 2.66804 -0.5 -0.1 0.1
H -0.26636 -2.99834 3.60351 -0.1 0.0 0.2
H -1.17539 -4.33956 3.77179 0.2 -0.4 -0.2
H -3.77244 -3.56853 2.60431 -0.2 0.1 -0.1
H -3.30061 1.40544 0.51775 -0.1 -0.2 -0.3
H -6.31991 -0.89877 2.59728 0.0 -0.1 0.1
H -4.52798 -2.53351 0.01549 0.0 0.0 0.0
C 4.21507 -2.98569 -3.85611 -0.1 0.0 0.0
N 3.34846 -1.79137 -3.67219 -0.3 0.3 0.1
O 2.19917 -1.95025 -3.30275 0.0 -0.3 -0.1
O 3.82654 -0.69837 -3.89258 0.3 -0.1 0.0
H 3.63253 -3.86428 -3.61125 0.0 0.0 0.0
H 4.54164 -2.98660 -4.89187 0.0 0.0 0.0
H 5.06855 -2.86759 -3.19511 0.0 0.0 0.0
C 1.33844 1.34006 -4.61801 -0.1 0.0 0.0
N 0.18894 1.99747 -3.93739 0.0 -0.1 -0.2
O -0.88992 1.98459 -4.48133 0.1 0.1 0.1
O 0.41916 2.49125 -2.84488 0.1 0.2 -0.3
H 0.99664 0.92235 -5.55734 -0.1 0.0 0.0
H 2.10880 2.09031 -4.76748 0.0 0.0 0.1
H 1.69445 0.57061 -3.94122 0.1 0.0 0.0
C -0.61578 5.81200 4.00568 0.0 0.1 0.0
N 0.30406 5.58160 2.85857 0.1 0.0 -0.1
O 0.71895 6.53966 2.25284 0.0 0.0 0.0
O 0.57993 4.42113 2.59836 0.0 0.0 0.1
H -0.76370 6.87994 4.10750 0.0 0.0 0.0
H -1.54309 5.29400 3.77993 0.0 0.0 0.0
H -0.14621 5.38311 4.88561 0.0 0.0 0.0
```
Forces are in eV/Å.

- net charge = +1
- HOMO-LUMO gap (eV) = 8.1
- largest force on an atom (eV Å⁻¹) = 1.061

---

# C11H27Cl12N5O10

A 11-piece molecular cluster, C11H27Cl12N5O10 overall (ωB97M-V with the def2-TZVPD basis set, OMol25).

```
65
Properties=species:S:1:pos:R:3:forces:R:3
C -3.28229 -2.50168 -1.13165 -0.2 0.2 0.1
N -3.91615 -1.89268 0.07245 0.1 -0.2 0.0
O -4.52441 -0.85782 -0.08632 0.0 0.1 0.1
O -3.81242 -2.50282 1.11678 0.0 0.1 0.0
H -3.99608 -3.24312 -1.47966 0.1 -0.1 -0.1
H -2.34542 -2.94661 -0.82245 0.0 -0.1 0.0
H -3.15187 -1.71359 -1.86294 0.0 0.0 -0.1
C 0.50487 -4.04200 2.16075 0.1 -0.3 -0.1
N 0.15330 -5.43456 2.57905 0.3 0.0 0.0
O 1.05687 -6.24227 2.69453 -0.1 0.2 0.0
O -1.01670 -5.66300 2.77807 -0.2 0.0 0.0
H 1.56526 -4.01142 1.94764 0.1 0.0 0.0
H 0.24510 -3.38790 2.98611 -0.1 0.1 -0.1
H -0.08622 -3.82329 1.27823 -0.1 0.1 0.1
C -1.59885 5.38505 2.68648 0.5 -0.1 -0.1
N -1.45743 4.45081 1.53305 -0.1 0.0 0.1
O -0.82166 3.42489 1.70354 0.0 0.0 0.0
O -1.98064 4.78385 0.49885 0.0 -0.1 -0.1
H -1.01232 4.98370 3.50348 -0.2 -0.1 0.1
H -2.65670 5.46387 2.90304 -0.1 0.1 0.0
H -1.16252 6.32663 2.36595 -0.3 0.1 0.0
C 1.02742 -0.27707 -0.57566 -0.2 0.0 0.4
N -0.24427 -0.27956 0.19869 0.2 0.0 0.1
O -0.76251 0.78632 0.42632 -0.1 0.0 0.0
O -0.67458 -1.36436 0.54673 -0.1 -0.1 0.0
H 0.84047 -0.94896 -1.40517 0.2 0.2 -0.3
H 1.80358 -0.67958 0.06832 0.0 -0.1 0.0
H 1.23274 0.76002 -0.80292 0.1 -0.1 -0.3
C -3.16331 0.83295 2.87989 -0.1 0.1 -0.3
N -4.38465 1.67151 2.67084 -0.1 -0.2 0.0
O -4.23707 2.79497 2.23122 0.2 0.2 0.0
O -5.45362 1.18577 2.96450 0.0 -0.1 0.1
H -2.38962 1.21934 2.22845 0.1 0.0 0.0
H -3.42397 -0.18894 2.62761 -0.1 -0.1 0.1
H -2.89608 0.92724 3.92854 0.0 0.0 0.0
C 1.61398 1.96857 3.65493 -0.2 0.4 0.4
Cl 3.00424 3.05992 3.75635 0.0 0.0 -0.1
Cl 1.86712 0.62210 2.55705 0.0 -0.1 -0.1
H 1.43480 1.57520 4.64910 0.1 -0.1 0.0
H 0.75674 2.54181 3.31920 0.0 0.0 -0.2
C 3.32849 2.80738 -3.96452 -0.5 0.1 -0.1
Cl 1.99281 2.32455 -2.88506 0.0 0.1 -0.1
Cl 2.75925 3.07260 -5.61586 0.0 -0.1 0.0
H 3.70161 3.75519 -3.60566 0.2 -0.1 0.1
H 4.04961 2.00275 -3.95631 0.1 0.0 0.0
C 3.13902 -1.43052 -3.63788 -0.1 0.0 0.2
Cl 4.05997 -0.50476 -2.44250 0.2 -0.1 0.1
Cl 3.36193 -0.82312 -5.27588 -0.1 0.1 0.0
H 3.45553 -2.46573 -3.61501 0.1 0.0 0.1
H 2.09852 -1.33263 -3.34971 -0.1 0.0 -0.2
C -1.61393 2.40723 -2.38868 -0.1 0.4 0.3
Cl -3.18953 2.15334 -1.63210 0.0 -0.2 -0.1
Cl -1.63047 3.80828 -3.47600 0.0 -0.1 -0.1
H -0.91458 2.63567 -1.59257 0.0 -0.1 0.0
H -1.33323 1.52138 -2.94384 0.0 0.0 -0.1
C 0.08338 -3.11876 -4.77882 0.0 -0.5 0.2
Cl 0.61282 -4.78415 -4.47663 0.0 0.1 0.0
Cl -0.62640 -2.39601 -3.32504 0.1 0.1 0.0
H 0.96088 -2.56003 -5.07289 -0.1 0.2 -0.1
H -0.69015 -3.13954 -5.53253 0.1 0.1 -0.1
C 4.77734 -1.39010 1.90703 0.0 0.2 0.1
Cl 3.79803 -2.29323 3.06875 0.0 -0.1 0.1
Cl 5.36764 0.14783 2.54793 0.1 -0.1 0.1
H 5.63584 -1.99363 1.64882 0.0 -0.1 -0.1
H 4.16050 -1.16729 1.04604 0.0 -0.1 -0.1
```
Forces are in eV/Å.

- relative energy (zero: lowest compared OMol25 entry of this formula, charge and spin) (kJ/mol) = 0.0
- SMILES string = C[N+](=O)[O-].C[N+](=O)[O-].C[N+](=O)[O-].C[N+](=O)[O-].C[N+](=O)[O-].ClCCl.ClCCl.ClCCl.ClCCl.ClCCl.ClCCl
- HOMO-LUMO gap (eV) = 10.4
- largest force on an atom (eV Å⁻¹) = 0.594

---

# C11H27ClNO4Zn

C11H27ClNO4Zn as an isolated structure in a non-equilibrium geometry (ωB97M-V with the def2-TZVPD basis set, OMol25).

```
45
Properties=species:S:1:pos:R:3:forces:R:3
Zn -1.01563 1.10976 1.20685 -1.5 1.3 1.4
C -2.41569 2.93357 -1.07818 0.8 1.3 -2.4
C -3.41925 2.60668 -0.01704 1.1 0.0 1.8
O -2.89588 1.77451 0.97202 0.4 -0.6 -0.4
H -2.02365 2.21730 -1.81537 -0.7 -0.7 0.3
H -1.46498 3.38652 -0.77231 -0.3 -0.2 1.1
H -2.79418 3.75503 -1.71381 -0.3 -0.2 -0.1
H -4.41472 2.26856 -0.33634 0.2 -0.3 -0.7
H -3.63453 3.60206 0.41730 -0.1 0.1 0.2
C -0.79540 -2.15996 3.87809 -0.3 0.1 -0.4
C -0.58801 -0.65710 3.88328 1.2 1.6 -0.3
C 0.92064 -0.31321 3.95556 0.0 -0.2 0.8
O -1.21612 0.04631 2.88308 -0.3 -0.6 -0.7
H -1.84913 -2.39394 4.04251 0.0 -0.1 0.0
H -0.17970 -2.63702 4.64232 -0.1 -0.1 0.0
H -0.51703 -2.53824 2.88890 0.0 -0.2 0.0
H -0.87906 -0.24047 4.86451 -0.7 -0.4 0.2
H 1.50376 -0.48639 3.05018 -0.1 -0.1 0.0
H 1.35193 -0.88621 4.78758 0.2 -0.1 -0.1
H 1.00339 0.72985 4.26186 0.1 0.1 -0.4
Cl 0.52428 2.89635 1.70334 -0.1 -0.6 -0.4
C 3.70342 -0.14290 -1.81330 0.7 0.1 -0.8
O 2.54889 0.11183 -1.08305 -0.5 -0.3 0.1
C 2.09469 -0.98924 -0.33259 1.0 -1.3 0.8
C 0.84164 -0.65587 0.44363 -0.2 0.4 -0.5
N -0.24671 -0.00637 -0.39474 2.1 -1.3 -0.5
C -1.07478 -0.90525 -1.21106 -1.8 0.0 0.7
C -0.50219 -1.29604 -2.54508 0.8 0.0 -0.8
O -0.31846 -0.08982 -3.26629 0.1 1.3 0.5
C 0.58326 -0.09144 -4.36366 -1.5 -0.8 0.5
H 4.57378 -0.48775 -1.24143 -0.3 0.0 0.5
H 4.00642 0.78492 -2.30005 -0.1 0.0 0.1
H 3.56920 -0.89003 -2.60752 -0.3 -0.1 0.0
H 2.85280 -1.29000 0.40952 0.1 0.6 0.3
H 2.09236 -1.94431 -0.87784 -0.7 0.3 -0.8
H 1.15762 0.12460 1.14000 -0.2 -0.1 0.1
H 0.45554 -1.50920 0.99782 0.0 0.0 0.0
H 0.39500 0.36086 -1.10298 -0.7 1.4 0.1
H -2.00539 -0.36088 -1.40756 0.1 0.2 -0.2
H -1.47067 -1.73146 -0.61347 0.6 -0.3 0.0
H -1.14439 -1.92290 -3.17480 -0.3 -0.3 0.5
H 0.45304 -1.82434 -2.44277 0.1 0.0 0.1
H 0.21672 -0.94338 -4.95296 1.0 -0.1 -0.5
H 1.61249 -0.11872 -4.00837 0.2 -0.3 -0.3
H 0.40466 0.80373 -4.95578 0.0 0.1 0.2
```
Forces are in eV/Å.

- net charge = -1
- HOMO-LUMO gap (eV) = 6.7
- largest force on an atom (eV Å⁻¹) = 2.835

---

# C11H27N2

A 2-piece molecular cluster, C11H27N2 overall in a non-equilibrium geometry (ωB97M-V with the def2-TZVPD basis set, OMol25).

```
40
Properties=species:S:1:pos:R:3:forces:R:3
C 1.01105 -0.79672 3.36197 2.2 -2.8 0.3
C -1.71406 1.37803 0.45680 -1.3 2.0 2.0
C -1.68532 -0.82591 2.12012 -2.2 0.5 -0.9
C -1.02344 -2.79342 -0.30147 -1.6 -0.8 0.9
C -0.03683 -1.38796 -2.48359 -1.5 -3.4 -1.4
C 2.50642 2.37149 -1.27392 -2.2 0.1 0.0
C 0.22490 2.40120 -2.62890 0.2 -0.6 -2.0
C 0.80810 -1.22146 1.85021 0.7 1.1 1.1
C -0.41523 0.92435 1.03873 1.1 -2.2 -0.5
C -0.47384 -0.63692 1.23724 -0.5 0.9 -1.2
C -0.65224 -1.38762 -0.18182 2.1 1.9 1.2
N -0.11149 -0.76787 -1.19537 -1.2 -1.3 1.0
N 1.35028 1.71860 -1.94526 -1.6 2.0 2.9
H 0.18572 -1.23765 3.89321 -0.5 0.7 0.6
H 1.91651 -1.34308 3.94907 -1.7 0.9 -2.0
H 1.26961 0.23039 3.54564 -0.7 0.6 -0.1
H -1.62263 2.43548 0.09916 -0.5 -0.7 0.7
H -2.20110 0.86310 -0.34770 0.3 -0.8 -0.6
H -2.40759 1.22774 1.35462 0.3 1.2 -1.7
H -2.62718 -0.89557 1.44548 1.4 -0.6 1.5
H -1.50526 -1.61889 2.80707 -0.6 -1.0 0.3
H -1.92379 0.07477 2.73529 0.6 -0.7 -0.3
H -1.56101 -3.03889 -1.21764 0.1 0.1 0.0
H -0.12419 -3.39540 -0.26070 0.4 -0.2 -0.1
H -1.66589 -3.12752 0.54224 0.5 0.4 -0.4
H -1.10422 -1.52978 -2.89111 1.5 0.1 0.6
H 0.50277 -0.97052 -3.30336 0.6 1.3 0.2
H 0.42854 -2.45228 -2.42820 -0.9 1.8 0.3
H 2.09368 3.18050 -0.68917 0.2 0.2 0.5
H 2.99550 1.64001 -0.65992 0.1 -0.3 0.5
H 3.23172 2.76068 -1.92726 0.9 0.7 -1.1
H -0.13989 3.31008 -2.08829 0.2 -1.0 -0.4
H 0.55282 2.71189 -3.74753 -1.0 -0.4 2.5
H -0.61681 1.55863 -2.73941 1.5 2.2 0.2
H 1.65752 -0.85940 1.28249 0.2 0.0 -0.3
H 0.77860 -2.29294 1.75180 0.1 -0.6 0.3
H -0.19279 1.32218 2.04397 -0.3 0.1 -0.6
H 0.41555 1.15807 0.39707 0.7 0.4 -0.2
H 0.15188 0.18869 -1.04084 0.8 1.0 -0.4
H 1.72360 1.12392 -2.56070 1.6 -2.9 -3.0
```
Forces are in eV/Å.

- net charge = +1
- HOMO-LUMO gap (eV) = 8.6
- largest force on an atom (eV Å⁻¹) = 4.453

---

# C11H28BClI2O4Si

C11H28BClI2O4Si as an isolated structure in a non-equilibrium geometry (ωB97M-V with the def2-TZVPD basis set, OMol25).

```
48
Properties=species:S:1:pos:R:3:forces:R:3
C 2.87828 -1.72987 0.33230 0.0 0.7 -0.1
C 2.10473 -0.60840 -0.33349 0.0 -1.2 -1.1
I 3.45072 0.75631 -1.26421 0.1 0.5 0.7
C 1.08297 -1.22736 -1.35726 0.4 1.5 0.2
I 1.76832 -1.32880 -3.39145 -0.4 -0.5 0.0
Si -0.59562 -0.34608 -1.25711 0.1 0.0 -0.4
Cl -0.38338 1.59564 -0.50107 0.0 -0.2 0.0
B -1.76083 -1.41718 -0.00405 -0.2 0.1 0.0
O -1.59706 -2.77882 0.03481 0.6 -0.2 0.2
O -2.70282 -0.82794 0.78870 0.7 0.2 0.9
H 2.15620 -2.38982 0.78883 -0.1 -0.4 0.2
H 3.49133 -2.25994 -0.37753 0.2 -0.3 -0.2
H 3.49975 -1.29796 1.10031 0.4 -0.1 0.3
H 1.56256 -0.10408 0.44523 -0.2 0.7 0.1
H 0.95386 -2.24365 -1.03526 -0.3 -0.6 -0.1
H -1.20148 -0.19349 -2.59139 0.0 0.0 0.0
H -1.19779 -3.05230 0.87832 -0.6 -0.2 -0.3
H -2.32227 -0.01085 1.15818 -0.7 0.1 -0.5
C 4.21258 5.00619 1.78513 0.1 0.0 0.0
C 3.94539 3.71426 2.53853 0.0 0.1 0.0
O 4.64628 2.59800 2.02662 -0.1 -0.2 0.0
C 6.05719 2.68272 2.04954 0.1 0.0 0.0
C 6.64486 2.83018 3.44343 -0.1 0.1 0.0
H 4.03195 4.86908 0.71850 -0.1 0.0 0.0
H 3.55981 5.79797 2.15303 0.0 0.0 0.0
H 5.24282 5.34388 1.90740 0.0 0.0 0.0
H 2.88981 3.45660 2.44873 0.0 -0.1 0.0
H 4.15081 3.84079 3.60812 0.0 0.0 0.0
H 6.40484 3.49243 1.39745 0.0 0.0 0.0
H 6.40794 1.75081 1.60587 -0.1 0.0 0.0
H 6.38246 3.78718 3.89702 0.0 0.0 0.0
H 7.73256 2.77249 3.40071 0.0 0.0 0.0
H 6.27685 2.03996 4.09884 0.0 0.0 0.0
C -5.10689 -3.34700 -0.75279 -0.2 0.0 0.0
C -4.72527 -2.25124 -1.73178 0.1 0.0 0.1
O -5.24792 -2.43250 -3.03381 0.1 0.0 -0.1
C -6.65883 -2.45530 -3.13379 -0.1 0.0 0.0
C -7.33116 -1.17205 -2.67462 0.1 0.0 0.1
H -4.84987 -4.32639 -1.15760 0.1 0.0 0.0
H -4.57947 -3.20630 0.19036 0.0 0.0 0.0
H -6.17691 -3.34536 -0.53920 0.0 0.0 0.0
H -3.64022 -2.24706 -1.85576 0.0 0.0 -0.1
H -5.00365 -1.26667 -1.33928 0.0 0.0 0.0
H -7.06868 -3.31817 -2.59626 0.0 0.0 0.0
H -6.86968 -2.61583 -4.19090 0.1 0.0 0.0
H -7.21161 -1.01089 -1.60224 0.0 0.0 0.0
H -8.39994 -1.21188 -2.88532 0.0 0.0 0.0
H -6.90347 -0.31128 -3.18974 0.0 0.0 0.0
```
Forces are in eV/Å.

- HOMO-LUMO gap (eV) = 8.4
- largest force on an atom (eV Å⁻¹) = 1.598

---

Which value of HOMO-LUMO gap does entry 5 give?
8.4 eV